Record 1
ORCA calculation (wB97M-V/def2-TZVPD) on a 2-piece molecular cluster, C3H8NO overall.

The geometry in XYZ format:
```
13
Properties=species:S:1:pos:R:3:forces:R:3:mulliken_charge:R:1
C 0.524640 -0.919753 0.748456 -0.6 -0.6 -1.7 0.33
C 0.953922 -0.251499 1.873887 -0.4 -0.1 2.0 -0.46
C -0.838066 -1.211750 -1.182432 -0.6 0.8 -0.1 0.00
N -0.483088 -0.508527 -0.130726 1.6 -0.1 -0.1 0.05
H 0.912589 -1.901691 0.478881 0.3 -0.1 0.3 0.40
H 0.297783 0.336321 2.525563 -0.2 0.5 -0.7 0.38
H 1.838118 -0.530885 2.449512 0.4 -0.1 -0.7 0.32
H -1.689552 -0.748992 -1.686166 0.2 -0.3 -0.5 0.31
H -0.346288 -2.092133 -1.595410 -0.1 -0.3 0.6 0.31
H -0.668783 0.513639 -0.283736 -0.8 0.6 0.5 0.37
H -0.319756 2.736556 -1.749119 -0.7 -0.1 -0.4 0.36
H 0.330764 2.368151 -0.490443 -0.5 0.2 0.1 0.35
O -0.512285 2.210561 -0.958267 1.3 -0.5 0.6 -0.69
```
Forces are in eV/Å.

⟨S²⟩: 0.76
E_LUMO (spin up / spin down): -0.4498 / -0.5361 Ha
energy relative to the best compared isomer or geometry (same formula, charge and spin): 1.945 eV
spin multiplicity: 2
HOMO level (spin up / spin down): -20.4195 / -20.4187 eV
gap between HOMO and LUMO (spin up / spin down): 8.18 / 5.83 eV
net charge: +2

---

Record 2
ORCA calculation (wB97M-V/def2-TZVPD) on an isolated ion of composition C3H8NO2 and charge -1.

The geometry in XYZ format:
```
14
Properties=species:S:1:pos:R:3:forces:R:3:mulliken_charge:R:1
C 0.904596 -0.243353 1.191288 -0.4 0.1 -0.6 -0.68
O 1.125520 -1.552565 1.124289 -0.1 -0.2 0.1 -0.87
C -0.253607 0.260319 0.233766 0.1 -0.6 0.6 0.37
C 0.215972 0.156327 -1.200086 0.0 0.5 0.1 -0.74
O -0.575976 0.883240 -2.162223 0.2 0.0 0.1 -0.52
N -1.472092 -0.540716 0.439056 -0.3 0.0 -0.2 -0.79
H 1.784232 0.367619 0.876346 0.2 0.4 0.2 0.25
H 0.591893 0.161828 2.195695 0.1 -0.1 0.2 0.25
H -0.486511 1.306855 0.510996 0.1 -0.1 -0.3 0.27
H 1.253121 0.505610 -1.232753 0.0 0.1 -0.1 0.26
H 0.224205 -0.873799 -1.524283 -0.1 -0.3 0.0 0.31
H -0.507286 1.802241 -1.890402 -0.2 0.0 0.0 0.30
H -1.292834 -1.446935 0.012604 0.1 0.1 0.0 0.29
H -1.511231 -0.786676 1.425704 0.1 0.1 0.0 0.29
```
Forces are in eV/Å.

E_LUMO: 0.1441 Ha
energy relative to the best compared isomer or geometry (same formula, charge and spin): 2.588 eV
HOMO level: -2.5360 eV
gap between HOMO and LUMO: 6.46 eV
net charge: -1